C26H36N10ORbSSe as an isolated structure. Source: the OMol25 dataset; level of theory: ωB97M-V with the def2-TZVPD basis set.

Calculated values
Gap between HOMO and LUMO   7.816 eV
Net charge   +1
Energy above the lowest of the compared OMol25 structures with the same formula, charge and spin   0.0 kJ/mol
HOMO   -9.6 eV
LUMO energy   -1.81 eV

Last column: Mulliken charge in e.
Element x y z (Å)
Rb: 0.1170 0.3844 0.6472  0.7538
C: 5.7435 -0.3215 0.5817  -0.8435
N: 4.8792 -1.4802 0.7023  0.1782
C: 5.1609 -2.6313 1.4115  -0.4691
C: 4.1157 -3.4610 1.2533  -0.3599
N: 3.1991 -2.8055 0.4422  0.4527
C: 3.6710 -1.5771 0.0955  -0.4068
S: 2.9597 -0.4221 -0.8914  -0.2734
C: 1.9647 -3.3874 0.0224  0.1384
C: 2.0159 -4.5470 -0.7333  -0.3547
C: 0.8201 -5.1510 -1.0782  -0.5647
C: -0.3618 -4.5679 -0.6561  -0.6067
C: -0.2994 -3.3986 0.0837  0.0381
N: 0.8462 -2.8006 0.4251  -0.1528
H: 6.6246 -0.4856 1.1961  0.3094
H: 5.2178 0.5700 0.9176  0.3062
H: 6.0374 -0.1789 -0.4566  0.3257
H: 6.0737 -2.7501 1.9657  0.4305
H: 3.9259 -4.4449 1.6415  0.4746
H: 2.9712 -4.9507 -1.0395  0.4314
H: 0.8129 -6.0586 -1.6670  0.4360
H: -1.3194 -5.0106 -0.8915  0.3907
H: -1.2076 -2.9274 0.4414  0.1547
C: 1.4192 4.3856 -0.9752  -0.3975
N: 1.9535 3.6959 -2.1326  -0.1775
C: 1.5852 2.4229 -2.4085  0.4062
N: 2.2257 1.7996 -3.4392  -0.4014
O: 0.6730 1.8672 -1.7850  -0.5945
H: 1.7989 5.4041 -0.9731  0.3962
H: 1.7175 3.8979 -0.0456  0.2138
H: 0.3300 4.4143 -1.0103  -0.1054
H: 2.6899 4.1249 -2.6634  0.1894
H: 3.1434 2.1022 -3.7175  0.1826
H: 2.0516 0.8098 -3.5025  0.2745
C: -5.6513 -2.2410 1.7033  -0.9323
N: -5.1921 -0.9956 1.1218  0.3027
C: -3.9564 -0.4564 1.2512  0.0681
Se: -2.5642 -1.1416 2.2517  -0.4871
N: -3.9562 0.7116 0.5767  0.5477
C: -5.2088 0.9507 0.0324  0.1019
C: -5.7201 2.0085 -0.7006  0.2019
C: -7.0505 1.9248 -1.0826  -0.7065
C: -7.8395 0.8235 -0.7423  -0.6260
C: -7.3279 -0.2321 -0.0035  -0.7410
C: -5.9985 -0.1424 0.3778  0.0314
H: -4.8239 -2.6922 2.2429  0.2866
H: -5.9875 -2.9168 0.9171  0.3397
H: -6.4736 -2.0481 2.3916  0.3421
H: -3.1440 1.3485 0.5429  -0.5170
H: -5.1060 2.8623 -0.9551  0.3553
H: -7.4883 2.7310 -1.6557  0.4468
H: -8.8727 0.7968 -1.0600  0.3822
H: -7.9409 -1.0815 0.2650  0.4608
C: -3.4493 4.6792 -2.6791  -0.6421
C: -2.1284 3.9450 -2.7640  -0.5652
N: -2.0154 3.0652 -1.6161  0.1907
C: -2.3141 3.4965 -0.3502  0.0533
N: -1.8938 2.7616 0.6436  -0.4393
C: -2.1761 3.2158 2.0051  -0.5398
C: -2.3835 4.7158 2.0922  -0.8111
C: -3.4392 5.1178 1.0836  -0.7538
N: -3.0810 4.6165 -0.2391  0.4861
C: -3.5101 5.4369 -1.3679  -0.7595
H: -4.2618 3.9518 -2.7411  0.2228
H: -3.5643 5.3778 -3.5073  0.4184
H: -1.2984 4.6658 -2.8056  0.2284
H: -2.0782 3.3360 -3.6656  0.4538
H: -1.2098 2.4490 -1.6249  0.0772
H: -1.3473 2.9137 2.6437  0.2797
H: -3.0616 2.7014 2.4024  0.2936
H: -1.4486 5.2328 1.8574  0.2624
H: -2.6863 5.0126 3.0964  0.3885
H: -3.5192 6.2042 1.0163  0.4437
H: -4.4232 4.7325 1.3771  0.2874
H: -2.8854 6.3367 -1.4212  0.3936
H: -4.5321 5.7668 -1.1672  0.3987

***

C26H36N4O5PRu as an isolated structure at a distorted geometry. Source: the OMol25 dataset; level of theory: ωB97M-V with the def2-TZVPD basis set.

Calculated values
Multiplicity   2
Gap between HOMO and LUMO (spin up / spin down)   2.662 / 2.261 eV
Net charge   +4
HOMO (spin up / spin down)   -18.3 / -17.9 eV
LUMO energy (spin up / spin down)   -15.65 / -15.65 eV
<S²>   1.232

Last column: Mulliken spin population.
Element x y z (Å)
Ru: 0.1854 0.5144 2.0477  1.4394
C: -3.0391 2.5991 4.7874  -0.0021
C: -2.2471 1.4592 4.2980  -0.0988
C: -2.5279 0.8639 3.0471  0.1005
C: -1.8956 -0.3247 2.6472  -0.0786
C: -0.8911 -0.9034 3.4723  0.0593
C: -0.5767 -0.2640 4.7020  -0.0705
C: -1.2456 0.8782 5.1013  0.0844
H: -2.4706 3.2377 5.4627  -0.0027
H: -3.8691 2.2128 5.3963  -0.0098
H: -3.4904 3.1805 3.9855  -0.0019
H: -3.3430 1.2627 2.4535  -0.0024
H: -2.3076 -0.8947 1.8101  0.0053
H: -0.6346 -1.9578 3.3540  -0.0027
H: 0.1200 -0.7373 5.3824  0.0029
H: -1.0531 1.2846 6.0839  -0.0057
O: 1.0661 1.6077 0.7170  -0.0324
N: -0.1251 2.1137 0.5578  -0.3423
C: -1.6783 -7.1134 -7.2596  0.0000
C: -1.0792 -6.0323 -6.4949  0.0006
C: 0.0971 -5.3593 -6.9212  0.0020
C: 0.7410 -4.4663 -6.1134  -0.0018
C: 0.2648 -4.1849 -4.8002  0.0002
N: 1.0560 -3.4812 -3.9437  -0.0015
C: 0.7594 -3.0062 -2.6450  0.0001
O: -0.3420 -2.7321 -2.2654  0.0005
N: 1.9080 -2.8891 -1.8799  -0.0007
C: 1.9871 -2.4886 -0.5501  -0.0015
C: 3.0333 -2.9794 0.2491  -0.0032
C: 3.1289 -2.5940 1.5720  0.0053
C: 2.2014 -1.6947 2.0798  -0.0050
N: 1.2287 -1.2083 1.3120  -0.0145
C: 1.0987 -1.5762 0.0394  0.0018
C: -1.0051 -4.7094 -4.4457  0.0003
C: -1.6336 -5.6150 -5.2529  0.0002
H: -2.4343 -6.7302 -7.9643  0.0003
H: -2.2251 -7.8157 -6.6254  0.0000
H: -0.9561 -7.6417 -7.8873  0.0000
H: 0.5046 -5.5878 -7.8975  0.0000
H: 1.6293 -3.9641 -6.4690  0.0001
H: 1.9682 -3.2306 -4.3175  0.0001
H: 2.7449 -3.3549 -2.2147  0.0000
H: 3.7609 -3.6676 -0.1601  -0.0002
H: 3.8984 -2.9970 2.2133  -0.0003
H: 2.2403 -1.3804 3.1197  -0.0019
H: 0.2747 -1.1439 -0.5267  -0.0016
H: -1.4715 -4.3876 -3.5237  0.0000
H: -2.5704 -6.0639 -4.9501  0.0000
C: 2.4689 6.0729 -0.0900  -0.0003
C: 1.2161 5.2524 -0.2495  -0.0043
O: 0.9491 4.5570 1.0176  -0.0048
P: -0.1758 3.5741 1.4184  -0.0268
O: -1.6155 4.1071 1.5115  0.0008
C: -2.5065 4.5299 0.4301  0.0021
C: -2.2485 3.7947 -0.8637  -0.0101
O: 0.1650 3.0773 2.8735  -0.0030
C: 1.3707 3.4161 3.6420  -0.0113
C: 2.0979 2.1228 3.9650  0.0519
H: 2.6991 6.5436 -1.0434  -0.0001
H: 3.3113 5.4569 0.2208  0.0002
H: 2.3509 6.8642 0.6512  -0.0001
H: 1.3406 4.4973 -1.0324  0.0028
H: 0.3639 5.8927 -0.4907  0.0001
H: -2.3905 5.6097 0.3190  -0.0004
H: -3.5094 4.3192 0.8081  -0.0003
H: -1.2729 4.0436 -1.2831  0.0020
H: -3.0078 4.0787 -1.5902  -0.0008
H: -2.3048 2.7176 -0.7143  0.0007
H: 1.0256 3.9310 4.5424  -0.0030
H: 1.9980 4.0917 3.0573  -0.0001
H: 1.5718 1.5514 4.7290  -0.0072
H: 3.0928 2.3408 4.3483  0.0017
H: 2.2251 1.5205 3.0400  -0.0109

***

C26H36N5O9S2SiTi as an isolated structure at a distorted geometry. Source: the OMol25 dataset; level of theory: ωB97M-V with the def2-TZVPD basis set.

Calculated values
Gap between HOMO and LUMO   6.905 eV
Net charge   +1
Energy above the lowest of the compared OMol25 structures with the same formula, charge and spin   165.3 kJ/mol
HOMO   -10.6 eV
LUMO energy   -3.71 eV

Last column: Mulliken charge in e.
Element x y z (Å)
Ti: -0.8618 0.6178 0.9699  -1.0977
O: -4.4250 1.8194 -0.2344  -0.6612
C: -3.4021 1.6453 0.3810  0.4812
O: -2.5229 0.7200 0.1759  -0.0971
C: -2.9470 2.5738 1.5122  0.0881
C: -3.5711 3.6876 2.0607  -1.0216
C: -2.8651 4.4362 2.9994  -0.5262
C: -1.5509 4.1018 3.3096  -0.7498
C: -1.0074 2.9747 2.7076  0.4401
N: -1.7243 2.2296 1.8798  1.0582
C: 0.4333 2.4640 2.7051  0.1441
O: 1.3302 3.0063 3.2971  -0.6495
O: 0.5182 1.4369 1.9183  -0.3356
H: -4.5708 3.9519 1.7538  0.6115
H: -3.3264 5.2999 3.4563  0.4940
H: -0.9523 4.6868 3.9890  0.5861
C: 5.5392 0.3334 -2.5399  -0.9534
C: 5.1187 0.3836 -3.9910  -0.6111
S: 3.3190 0.1935 -4.2325  1.0476
O: 3.0061 0.4668 -5.6006  -0.6895
O: 2.6006 0.9728 -3.2410  -0.5744
C: 2.9426 -1.5843 -3.9559  -0.9816
C: 2.6671 -2.0100 -2.5224  -1.0661
N: 1.4179 -1.5247 -1.9694  0.5509
C: 1.2771 -0.6166 -0.9791  0.6117
N: 0.0108 -0.5578 -0.5658  1.9510
C: -0.6994 -1.4223 -1.3250  -1.6745
C: 0.1558 -2.0343 -2.2137  -0.4279
N: -0.2080 -2.9832 -3.2134  1.0811
O: -1.3881 -3.2249 -3.2983  -0.6233
O: 0.6710 -3.4575 -3.9002  -0.6503
C: 2.3626 0.2458 -0.4673  -1.3743
H: 6.5950 0.5819 -2.4555  0.4557
H: 5.4012 -0.6593 -2.1186  0.2222
H: 4.9778 1.0600 -1.9583  0.2165
H: 5.5704 -0.4058 -4.5853  0.4191
H: 5.3489 1.3457 -4.4426  0.4054
H: 3.8040 -2.1267 -4.3345  0.6490
H: 2.1000 -1.8055 -4.6063  0.4671
H: 3.4655 -1.6752 -1.8599  0.3721
H: 2.6289 -3.1064 -2.5061  0.4944
H: -1.7547 -1.5886 -1.1955  0.7030
H: 3.1277 -0.3341 0.0495  0.5835
H: 1.9466 0.9946 0.2103  -0.0751
H: 2.8150 0.7656 -1.3131  0.1783
C: -3.6503 0.0789 3.1519  -1.1577
Si: -2.8604 -1.4294 2.2512  0.4673
C: -3.4376 -2.8598 3.3975  -1.5846
C: -3.6900 -1.9407 0.5913  -1.0971
N: -1.1531 -0.9759 1.9971  1.0773
C: -0.0925 -1.7437 2.4686  1.1023
C: 1.2423 -1.3428 2.2704  0.2600
C: 2.3111 -2.0723 2.7605  -1.1000
C: 2.1088 -3.2315 3.4898  -0.7910
C: 0.8068 -3.6524 3.6942  -0.8486
C: -0.2600 -2.9445 3.1766  -0.8604
H: -4.3005 -0.2546 3.9541  0.6044
H: -4.2686 0.6624 2.4789  0.3083
H: -2.8946 0.7290 3.5939  0.1936
H: -4.5208 -2.8048 3.4633  0.4261
H: -3.0619 -2.7972 4.4143  0.4114
H: -3.2048 -3.8433 3.0030  0.4179
H: -4.7280 -2.1927 0.7857  0.4935
H: -3.2297 -2.8217 0.1496  0.3619
H: -3.6929 -1.1412 -0.1413  0.2642
H: 1.4550 -0.4084 1.7808  0.4328
H: 3.3174 -1.7107 2.5935  0.4594
H: 2.9388 -3.7858 3.8976  0.4178
H: 0.6029 -4.5371 4.2792  0.4548
H: -1.2448 -3.3224 3.3492  0.3254
C: -0.1429 4.0511 -2.2952  -1.1646
S: -0.0153 2.2464 -2.0292  0.9147
C: -1.4890 1.7986 -3.0180  -1.0386
O: -0.4512 2.0853 -0.5888  -0.5201
H: -1.1793 4.3709 -2.2629  0.4031
H: 0.2957 4.2834 -3.2600  0.4147
H: 0.4298 4.5283 -1.5053  0.4092
H: -1.2694 1.9845 -4.0647  0.5076
H: -2.3554 2.3762 -2.7053  0.3881
H: -1.6899 0.7393 -2.8719  0.1747

***

no.,DFT total energy (eV)
1,-121331.757
2,-55572.642
3,-106084.682